28
Properties=species:S:1:pos:R:3:forces:R:3:lowdin_spin:R:1 method="wB97M-V/def2-TZVPD" fmax_ev_per_a=4.6 s2=2.026 e_homo_ha="-0.2346 / -0.3283" e_tot_ha=-1027.1817 multiplicity=3 orbital_gap_ev="7.3 / 6.5" charge=0
C -3.2785 0.7005 -1.1253 -0.413 -0.804 -0.272 0.087
C -3.3740 -0.6701 -1.5050 -0.868 0.639 -0.349 -0.006
C -2.5614 1.0041 0.0403 -0.322 -0.321 -1.489 0.000
C -2.7356 -1.6217 -0.7484 0.049 0.351 0.045 0.074
C -1.9205 0.0674 0.7876 -0.382 -1.298 -0.478 0.072
C -1.9760 -1.2594 0.3818 -1.720 -0.691 -0.698 0.086
C 1.4350 1.8047 0.8877 0.013 -1.364 1.427 0.001
C 2.6955 -2.5478 -0.5245 1.420 -2.337 -2.254 0.000
C 1.7259 1.2968 -0.4698 -1.786 -2.672 0.922 0.001
N -0.2820 -2.5642 1.3342 4.138 -1.670 0.897 0.682
N -1.4071 -2.2826 1.0766 -1.884 1.629 -1.093 0.711
O 0.3260 -1.1279 -1.2776 -0.342 -0.747 -1.535 0.001
O 0.8532 -1.6546 1.0826 0.059 0.488 1.328 0.243
O 2.3470 -0.0125 -0.2722 -0.034 -1.435 0.239 0.020
P 1.4640 -1.3735 -0.4044 -1.361 3.135 0.672 0.018
H -3.8203 1.4746 -1.6998 0.503 -0.496 0.466 0.005
H -4.0188 -1.0672 -2.3423 0.877 0.983 0.817 -0.001
H -2.4173 1.9717 0.3955 -0.270 1.825 0.182 -0.002
H -2.8061 -2.6484 -1.0630 0.134 -0.257 0.231 0.004
H -1.4653 0.3384 1.6891 0.763 0.247 1.146 0.002
H 0.5946 1.2246 1.3417 0.727 0.493 -0.295 0.001
H 2.3295 1.6583 1.5034 -0.176 -0.053 0.054 0.000
H 1.2216 2.8253 0.9385 -0.585 1.735 -0.161 0.000
H 3.5300 -2.1873 -1.1603 -0.437 0.069 0.541 0.000
H 3.0382 -2.6913 0.5062 0.032 -0.613 -0.441 0.000
H 2.3240 -3.4652 -1.1344 0.449 1.213 1.725 0.001
H 2.4213 1.8388 -1.0072 1.228 1.243 -1.217 0.001
H 0.8010 1.0519 -0.9996 0.187 0.709 -0.412 0.000



26
Properties=species:S:1:pos:R:3:forces:R:3:mulliken_charge:R:1 method="wB97M-V/def2-TZVPD" relative_energy_kj_mol=190.0 fmax_ev_per_a=4.1 smiles="C/N=P/Oc1ccccc1.C#N.C" e_homo_ha=-0.3078 e_tot_ha=-876.7406 orbital_gap_ev=8.9 charge=0
C 4.5220 0.4225 0.5663 0.780 1.334 -0.653 -0.525
C 3.3300 1.0725 0.2661 -0.408 1.418 1.151 -0.538
C 4.5474 -0.9303 0.4552 2.410 -3.029 0.144 -0.209
C 2.1562 0.3694 0.1207 2.885 -2.878 -0.035 -0.538
C 3.4022 -1.7301 0.3569 2.225 0.451 -0.789 -0.462
C 2.2475 -1.0633 0.1179 0.001 2.229 0.917 0.610
C -0.6147 0.2096 -2.4557 0.421 -0.367 -3.253 0.024
C -2.3463 -3.1781 0.2691 -1.720 -1.036 1.531 -0.729
C -3.1447 2.4836 0.5020 1.207 -1.160 1.766 -0.912
N -1.0314 0.0821 -1.4206 -0.934 0.404 2.522 -0.283
N -0.9834 -2.7991 0.0510 -1.091 -0.367 -0.114 -0.097
O 1.2051 -1.8375 -0.0335 -3.608 -0.724 -0.141 -0.318
P -0.3817 -1.4813 0.5112 1.993 -0.371 0.355 0.120
H 5.4345 0.9974 0.8179 -0.636 -0.434 -0.509 0.326
H 3.2879 2.1800 0.2977 0.040 -0.785 0.011 0.303
H 5.5582 -1.5059 0.3779 -1.747 1.245 0.716 0.221
H 1.2327 0.7893 0.1731 -2.471 1.410 -0.449 0.639
H 3.4907 -2.8211 0.3172 -0.298 0.541 0.015 0.368
H -0.4491 0.1116 -3.5103 0.416 0.356 0.164 0.344
H -2.5812 2.5740 1.5220 -0.591 -0.483 -2.051 0.205
H -3.1165 -2.4506 0.7769 1.858 -1.061 0.173 0.241
H -2.3343 -4.2543 0.7426 -0.377 2.200 -0.603 0.236
H -2.9159 -3.2610 -0.6344 0.248 -0.518 -1.153 0.274
H -3.2194 1.4391 0.1590 -0.115 -0.015 0.864 0.169
H -4.1464 2.8238 0.7789 0.205 0.530 -1.020 0.302
H -2.5270 2.8475 -0.3291 -0.692 1.111 0.443 0.228



25
Properties=species:S:1:pos:R:3:forces:R:3:mulliken_charge:R:1 method="wB97M-V/def2-TZVPD" relative_energy_kj_mol=311.1 fmax_ev_per_a=4.5 e_homo_ha=-0.2895 e_tot_ha=-514.8575 orbital_gap_ev=8.4 charge=0
C -2.3235 0.7617 -0.0277 3.856 -1.633 -1.708 -0.459
C 0.5482 0.4491 1.0181 0.251 0.270 0.840 -0.671
C -2.0513 -0.5905 -0.0578 -2.507 1.241 1.034 0.614
C 1.0259 -0.6655 0.1382 1.937 -0.100 0.574 0.732
C 0.0737 -1.4569 -0.6713 2.824 -1.843 -1.387 -0.201
C -0.4793 2.1804 -0.2400 -0.715 3.365 -2.830 0.106
C -3.3036 -1.3798 0.5346 -1.310 3.518 -1.825 -1.489
C 3.3324 0.5921 -0.1489 -1.390 -1.050 3.221 -1.070
C 2.1045 -0.0903 -0.8397 1.880 -0.530 1.711 -0.877
N -1.6810 1.8865 -0.5676 -0.447 -0.862 -0.312 -0.554
N 0.1808 1.6221 0.7174 1.732 -1.609 2.787 -0.211
N -1.1416 -1.3378 -0.7584 -1.944 -0.875 -0.822 -0.394
H -3.1797 0.9918 0.4461 -2.974 0.873 1.429 0.499
H 0.8009 0.2605 2.0819 -0.298 0.357 -0.453 0.304
H 1.5611 -1.3866 0.8544 -0.604 0.806 -1.078 0.372
H 0.6847 -2.3037 -1.3205 -1.763 2.045 1.283 0.182
H -0.0711 3.2152 -0.6299 -0.610 -2.168 0.629 0.266
H -3.2402 -2.3544 0.8159 1.009 -2.868 0.586 0.441
H -4.2350 -1.3374 -0.1604 1.748 -0.018 0.718 0.250
H -3.6416 -0.8286 1.4168 0.173 -0.047 -0.016 0.359
H 4.1122 0.8527 -0.8866 -0.408 0.152 0.755 0.360
H 3.6784 -0.2036 0.6316 0.161 1.218 -1.572 0.260
H 2.9673 1.4098 0.6178 0.976 -0.928 -2.111 0.271
H 2.5467 -0.8722 -1.4355 -0.157 -0.695 -0.181 0.451
H 1.7309 0.5854 -1.5284 -1.420 1.381 -1.273 0.459



25
Properties=species:S:1:pos:R:3:forces:R:3:mulliken_charge:R:1 method="wB97M-V/def2-TZVPD" relative_energy_kj_mol=421.9 fmax_ev_per_a=2.3 smiles="C[C@@]12CN=CCC=[N+]1CCC#[N+]2" e_homo_ha=-0.6456 e_tot_ha=-514.2444 orbital_gap_ev=7.4 charge=+2
C -2.3336 0.7432 -0.9420 1.636 1.640 0.104 0.352
C 2.7345 0.0024 -0.2148 -0.001 -0.865 0.188 -0.020
C 0.5893 -1.3335 -0.2869 -0.373 0.003 0.236 0.391
C -2.7367 -0.5639 -0.5995 -0.544 -1.171 0.021 -0.337
C 1.9714 -1.2276 -0.7059 0.736 0.353 -0.123 -0.912
C 1.0513 1.5269 -0.8780 -0.149 -0.321 -0.523 -0.989
C -1.6185 -0.8598 0.4755 -0.820 -0.398 0.474 -0.715
C -0.0777 1.0239 -0.0106 -0.186 1.225 -0.491 0.889
C -0.1882 1.7641 1.2793 -0.098 0.190 0.474 -1.247
N 2.2956 1.1563 -0.2728 0.499 1.261 0.478 -0.336
N -1.4952 1.5551 -0.9079 -0.507 -0.702 -0.020 -0.306
N -0.2866 -0.4119 0.0465 0.390 -0.741 -0.465 0.199
H 3.7248 -0.1674 0.1931 0.138 -0.102 0.009 0.459
H 0.2382 -2.3535 -0.1527 -0.190 0.075 -0.038 0.426
H -3.7264 -0.6502 -0.1438 0.087 0.086 0.060 0.361
H -2.7046 -1.2311 -1.4667 0.061 0.057 0.070 0.315
H 2.0432 -1.1191 -1.8031 -0.284 -0.204 -0.086 0.324
H 2.4947 -2.1610 -0.4722 -0.191 0.094 -0.048 0.478
H 0.9916 1.1415 -1.9038 -0.156 0.024 0.047 0.410
H 1.0052 2.6193 -0.9199 -0.242 -0.224 -0.007 0.404
H -1.8909 -0.3406 1.3966 0.104 -0.106 -0.125 0.308
H -1.6175 -1.9324 0.6747 0.125 0.145 -0.009 0.386
H -0.9374 1.3863 1.9680 -0.046 -0.048 -0.009 0.328
H -0.3940 2.8191 1.0910 -0.004 -0.105 -0.117 0.436
H 0.7872 1.7333 1.7785 0.019 -0.166 -0.100 0.398



26
Properties=species:S:1:pos:R:3:forces:R:3:mulliken_charge:R:1 method="wB97M-V/def2-TZVPD" relative_energy_kj_mol=545.9 fmax_ev_per_a=7.3 e_homo_ha=-0.3148 e_tot_ha=-590.0690 orbital_gap_ev=8.7 charge=0
C 2.5555 2.3380 0.4227 1.357 1.953 -3.337 -0.884
C 2.2233 1.1840 1.3542 2.290 3.620 3.987 0.087
C 2.1234 -0.1448 0.8287 -3.979 -3.723 -0.031 -1.199
C -0.2924 -0.4469 0.0634 3.473 0.022 2.096 0.405
C -1.5299 -1.1989 1.8368 0.234 0.141 4.205 -0.021
C -2.7883 -1.2340 1.2179 -0.274 -2.106 -0.988 -0.729
C -2.6709 -0.9441 -0.1087 -0.099 0.041 -2.326 -0.292
C -1.4721 -0.3283 -0.6515 -1.878 -1.737 -0.358 0.206
C -1.3441 -0.2155 -2.0679 3.430 -0.063 -6.474 0.568
H 3.4329 3.2298 0.9707 -3.120 -2.847 -1.902 0.258
H 1.4926 2.8455 0.1012 2.976 -0.791 0.718 0.226
H 3.0557 1.9216 -0.7342 -1.256 1.381 3.590 0.197
H 3.2007 0.9185 2.0149 -2.044 1.421 -0.786 0.226
H 1.4414 1.7953 2.0273 1.226 -2.691 -0.862 0.235
H 2.1232 -0.9673 1.6674 -0.742 1.642 -1.589 0.294
H 2.9742 -0.4019 0.3316 2.744 -0.219 -1.480 0.646
H 1.3721 -0.1679 -1.1915 -0.136 0.479 -1.066 0.303
H -1.4568 -1.5056 2.9529 -0.358 0.328 -1.824 0.280
H -3.6027 -1.9413 1.5645 1.022 1.379 -0.109 0.292
H -3.3710 -1.3719 -0.9231 0.727 1.235 1.725 0.150
H -2.1532 -0.8374 -4.2536 -0.440 0.869 5.084 0.270
H -3.4694 -0.7129 -2.9009 3.200 0.129 -0.314 0.219
N 1.0894 -0.3842 -0.2742 -2.275 0.118 2.576 -0.207
N -0.3739 -0.7987 1.3931 -0.820 -0.054 -1.034 -0.346
N -2.3876 -0.7459 -3.0825 -0.028 0.714 -1.004 -0.514
O -0.1722 0.1148 -2.5592 -5.230 -1.242 1.504 -0.669



26
Properties=species:S:1:pos:R:3:forces:R:3:mulliken_charge:R:1 method="wB97M-V/def2-TZVPD" relative_energy_kj_mol=97.0 fmax_ev_per_a=4.3 e_homo_ha="-0.4338 / -0.4338" e_tot_ha=-569.5131 orbital_gap_ev="6.7 / 6.7" charge=+1
C 2.5688 -1.8136 0.3478 0.043 0.798 -0.379 -0.401
C 3.0928 -0.5538 0.5701 1.141 -1.317 0.333 -0.314
C 0.8732 -0.5012 0.6066 3.323 -0.054 0.427 0.287
C -3.0119 1.2702 0.5428 -0.758 -0.691 0.152 -0.472
C -2.0245 1.8593 1.2194 0.348 2.197 0.995 -0.459
C -2.8557 -0.1661 0.0420 0.849 2.177 -1.092 -0.779
C -0.7712 1.2415 1.3536 2.095 -2.331 -0.813 -0.192
C -1.3779 -0.5555 -0.1697 -3.726 -1.480 -1.492 0.391
C -0.4149 0.0680 0.6250 -0.817 2.219 1.661 0.609
N 1.2051 -1.7433 0.2865 -0.336 0.543 0.522 -0.707
N 2.0238 0.2573 0.8397 -0.696 -2.734 -1.350 -0.008
N 1.5499 0.7223 -2.1994 -0.118 -1.186 -0.948 -0.618
N -1.1888 -1.5897 -0.9746 1.270 0.556 0.655 -0.250
H 3.0814 -2.7596 0.2458 0.038 0.239 -0.304 0.454
H 4.1773 -0.3065 0.4839 -1.351 0.269 0.595 0.347
H -3.9825 1.7595 0.4518 0.222 -0.261 -0.062 0.405
H -2.0049 2.8799 1.7238 -0.928 -1.376 -0.978 0.318
H -3.5480 -0.3214 -0.8195 0.848 -0.184 0.500 0.450
H -0.0131 1.7396 2.0245 -0.830 -0.757 -0.874 0.347
H -3.1682 -0.8084 0.8430 -0.360 -0.530 0.644 0.363
H 2.0421 1.1559 1.1918 0.199 2.065 0.525 0.101
H -1.8546 -2.0332 -1.5937 -0.416 0.547 0.360 0.238
H 1.8293 1.2925 -2.9946 -0.031 0.033 0.276 0.274
H -0.2514 -2.0054 -0.9768 -0.093 0.090 0.150 0.254
H 2.0637 -0.1586 -2.2973 -0.347 0.114 -0.335 0.200
H 1.9601 1.0703 -1.3723 0.431 1.054 0.834 0.162



Please write out number 4 again, unchanged.
25
Properties=species:S:1:pos:R:3:forces:R:3:mulliken_charge:R:1 method="wB97M-V/def2-TZVPD" relative_energy_kj_mol=421.9 fmax_ev_per_a=2.3 smiles="C[C@@]12CN=CCC=[N+]1CCC#[N+]2" e_homo_ha=-0.6456 e_tot_ha=-514.2444 orbital_gap_ev=7.4 charge=+2
C -2.3336 0.7432 -0.9420 1.636 1.640 0.104 0.352
C 2.7345 0.0024 -0.2148 -0.001 -0.865 0.188 -0.020
C 0.5893 -1.3335 -0.2869 -0.373 0.003 0.236 0.391
C -2.7367 -0.5639 -0.5995 -0.544 -1.171 0.021 -0.337
C 1.9714 -1.2276 -0.7059 0.736 0.353 -0.123 -0.912
C 1.0513 1.5269 -0.8780 -0.149 -0.321 -0.523 -0.989
C -1.6185 -0.8598 0.4755 -0.820 -0.398 0.474 -0.715
C -0.0777 1.0239 -0.0106 -0.186 1.225 -0.491 0.889
C -0.1882 1.7641 1.2793 -0.098 0.190 0.474 -1.247
N 2.2956 1.1563 -0.2728 0.499 1.261 0.478 -0.336
N -1.4952 1.5551 -0.9079 -0.507 -0.702 -0.020 -0.306
N -0.2866 -0.4119 0.0465 0.390 -0.741 -0.465 0.199
H 3.7248 -0.1674 0.1931 0.138 -0.102 0.009 0.459
H 0.2382 -2.3535 -0.1527 -0.190 0.075 -0.038 0.426
H -3.7264 -0.6502 -0.1438 0.087 0.086 0.060 0.361
H -2.7046 -1.2311 -1.4667 0.061 0.057 0.070 0.315
H 2.0432 -1.1191 -1.8031 -0.284 -0.204 -0.086 0.324
H 2.4947 -2.1610 -0.4722 -0.191 0.094 -0.048 0.478
H 0.9916 1.1415 -1.9038 -0.156 0.024 0.047 0.410
H 1.0052 2.6193 -0.9199 -0.242 -0.224 -0.007 0.404
H -1.8909 -0.3406 1.3966 0.104 -0.106 -0.125 0.308
H -1.6175 -1.9324 0.6747 0.125 0.145 -0.009 0.386
H -0.9374 1.3863 1.9680 -0.046 -0.048 -0.009 0.328
H -0.3940 2.8191 1.0910 -0.004 -0.105 -0.117 0.436
H 0.7872 1.7333 1.7785 0.019 -0.166 -0.100 0.398